Version P
10
Properties=species:S:1:pos:R:3 method="wB97M-V/def2-TZVPD" homo_lumo_gap_ev=8.321 homo_ev=-7.498
C -1.054 -1.091 0.291
C 0.885 1.439 -0.957
N 0.953 0.303 -0.526
N 0.978 -0.123 0.751
N 0.003 -0.885 1.047
F 1.003 1.686 -2.240
H -1.200 -0.831 -0.712
H -1.920 -1.499 0.649
H 0.436 2.237 -0.313
H -0.086 -1.237 2.010

=====

Version Q
10
Properties=species:S:1:pos:R:3 method="wB97M-V/def2-TZVPD" homo_lumo_gap_ev=9.630 homo_ev=-9.016
C 0.227 -1.153 1.164
C 0.139 1.339 -1.190
N -0.043 0.262 -1.559
N 0.535 1.149 1.709
N 0.094 -0.014 1.405
F -0.496 -2.195 -1.616
H 0.096 -2.037 0.609
H -0.301 1.638 1.883
H -0.018 2.268 -0.921
H -0.234 -1.257 -1.483

=====

Least stable: version P

=====

Version P
6
Properties=species:S:1:pos:R:3 method="wB97M-V/def2-TZVPD" homo_lumo_gap_ev="6.984 / 6.981" homo_ev="-9.027 / -9.024"
N -0.650 -0.010 -0.193
F 1.335 -1.842 0.155
F 0.600 1.948 0.541
P 0.601 0.849 -0.650
H -0.799 -0.895 -0.671
H -1.087 -0.050 0.819

=====

Version Q
6
Properties=species:S:1:pos:R:3 method="wB97M-V/def2-TZVPD" homo_lumo_gap_ev=11.158 homo_ev=-10.916
N 0.270 -0.338 0.164
F 2.395 1.616 -0.082
F 2.375 -1.099 -0.641
P 1.845 -0.355 0.598
H -0.183 0.298 0.738
H -0.111 -0.264 -0.894

=====

Least stable: version P